{"formula": "C39H33Cl2CsN3O3P2", "method": "wB97M-V/def2-TZVPD", "symbols": ["Cs", "N", "C", "C", "C", "C", "C", "C", "P", "C", "C", "C", "C", "C", "C", "C", "C", "C", "C", "C", "C", "H", "H", "H", "H", "H", "H", "H", "H", "H", "H", "H", "H", "H", "H", "H", "H", "N", "C", "C", "C", "C", "C", "C", "P", "C", "C", "C", "C", "C", "C", "C", "C", "C", "C", "C", "C", "H", "H", "H", "H", "H", "H", "H", "H", "H", "H", "H", "H", "H", "H", "H", "H", "Cl", "C", "Cl", "C", "O", "O", "H", "O", "C", "N"], "xyz": [[-1.8107, 0.7050, -2.3686], [-0.5377, -0.5638, 0.9944], [-0.2108, -1.5930, 1.8552], [-0.3031, -1.3830, 3.2385], [0.0440, -2.3739, 4.1349], [0.4918, -3.6082, 3.6784], [0.5793, -3.8314, 2.3141], [0.2341, -2.8495, 1.3825], [0.4695, -3.0758, -0.4249], [-1.2581, -2.9685, -1.0507], [-1.4236, -2.9043, -2.4351], [-2.6869, -2.7562, -2.9937], [-3.8000, -2.6487, -2.1677], [-3.6469, -2.7040, -0.7871], [-2.3840, -2.8738, -0.2329], [0.7455, -4.8941, -0.5132], [2.0637, -5.3412, -0.5950], [2.3556, -6.6988, -0.6332], [1.3263, -7.6292, -0.6086], [0.0084, -7.1949, -0.5434], [-0.2799, -5.8377, -0.4931], [-1.2118, 0.1122, 1.3233], [-0.7213, -0.8187, 0.0398], [-0.6443, -0.4160, 3.5889], [-0.0365, -2.1807, 5.1984], [0.7655, -4.3911, 4.3750], [0.9205, -4.7969, 1.9629], [-0.5544, -2.9367, -3.0831], [-2.7802, -2.6824, -4.0700], [-4.7835, -2.4954, -2.5945], [-4.5045, -2.5814, -0.1383], [-2.2743, -2.9072, 0.8441], [2.8667, -4.6130, -0.6285], [3.3861, -7.0286, -0.6916], [1.5490, -8.6886, -0.6470], [-0.7995, -7.9168, -0.5302], [-1.3102, -5.5060, -0.4376], [2.3025, 0.3395, -0.9283], [3.1345, 1.4126, -0.7387], [4.5196, 1.2301, -0.5915], [5.3616, 2.2932, -0.3399], [4.8542, 3.5832, -0.2278], [3.4878, 3.7767, -0.3524], [2.6140, 2.7185, -0.6003], [0.7908, 2.9113, -0.6167], [0.6119, 4.7263, -0.8023], [0.5265, 5.6194, 0.2642], [0.4077, 6.9844, 0.0334], [0.3807, 7.4747, -1.2650], [0.4641, 6.5936, -2.3342], [0.5699, 5.2298, -2.1025], [0.3408, 2.6856, 1.1386], [1.2469, 2.3884, 2.1527], [0.7973, 2.1827, 3.4514], [-0.5560, 2.2709, 3.7468], [-1.4690, 2.5477, 2.7361], [-1.0246, 2.7444, 1.4362], [2.7587, -0.5396, -1.1186], [1.5264, 0.4524, -1.5712], [4.9220, 0.2269, -0.6888], [6.4258, 2.1157, -0.2382], [5.5105, 4.4230, -0.0389], [3.0848, 4.7770, -0.2466], [0.5494, 5.2446, 1.2797], [0.3380, 7.6668, 0.8720], [0.2884, 8.5392, -1.4428], [0.4359, 6.9669, -3.3509], [0.6224, 4.5424, -2.9396], [2.3023, 2.3106, 1.9296], [1.5091, 1.9421, 4.2318], [-0.9032, 2.1064, 4.7603], [-2.5295, 2.5889, 2.9530], [-1.7460, 2.9180, 0.6382], [-6.0109, 0.6340, -1.8199], [-5.4985, 1.3702, -0.2699], [-6.0915, 0.3972, 1.0865], [-3.9454, 1.5157, -0.3154], [-3.5678, 2.5369, -0.9306], [-3.2611, 0.5975, 0.1726], [-5.9769, 2.3396, -0.2215], [-0.6820, -1.2333, -5.2516], [0.0454, -0.8392, -4.3584], [0.6882, -0.4407, -3.4423]], "lowdin_charge": [1.11, 0.15, -0.32, -0.03, -0.10, -0.12, -0.10, -0.32, 1.12, -0.41, -0.14, -0.11, -0.10, -0.07, -0.09, -0.39, -0.11, -0.10, -0.10, -0.09, -0.08, 0.07, 0.01, 0.09, 0.10, 0.09, 0.09, 0.09, 0.10, 0.10, 0.10, 0.11, 0.10, 0.10, 0.10, 0.10, 0.10, 0.11, -0.34, -0.04, -0.11, -0.11, -0.10, -0.32, 1.09, -0.38, -0.09, -0.09, -0.10, -0.09, -0.10, -0.38, -0.07, -0.09, -0.11, -0.08, -0.12, 0.08, 0.00, 0.11, 0.10, 0.09, 0.10, 0.10, 0.10, 0.10, 0.10, 0.10, 0.10, 0.10, 0.10, 0.11, 0.09, 0.57, -0.99, 0.57, -0.94, -0.18, -0.18, 0.05, -0.07, -0.77, -0.06], "e_lumo_ev": 2.141, "relative_energy_ev": 0.000, "total_charge": -1, "gap_ev": 7.489}

=====

{"formula": "C2Br4S2", "method": "wB97M-V/def2-TZVPD", "symbols": ["C", "C", "S", "S", "Br", "Br", "Br", "Br"], "xyz": [[2.1064, 0.2232, -0.2852], [-2.1202, -0.3019, 0.3425], [0.8422, -0.5585, -0.9541], [-0.9444, -1.3190, 0.8492], [2.2553, 2.1372, -0.0789], [3.6662, -0.7241, 0.3771], [-1.8029, 1.3878, -0.2469], [-4.0027, -0.8448, -0.0037]], "lowdin_charge": [-1.68, -1.72, 0.49, 0.55, 0.57, 0.56, 0.69, 0.55], "e_lumo_ev": [-1.679, -1.678], "relative_energy_ev": 1.083, "gap_ev": [7.246, 7.247]}

=====

{"formula": "C23H17BrFO3STc", "method": "wB97M-V/def2-TZVPD", "symbols": ["Tc", "F", "C", "C", "C", "C", "C", "C", "C", "H", "H", "H", "H", "H", "H", "C", "C", "O", "S", "C", "C", "C", "C", "C", "C", "C", "C", "H", "H", "H", "H", "H", "H", "H", "Br", "C", "C", "C", "C", "C", "C", "H", "H", "H", "H", "O", "O"], "xyz": [[0.0983, -0.1216, 0.6040], [-0.5058, 5.7027, 1.7196], [-0.8386, 4.4337, 1.4644], [-1.2503, 4.1126, 0.1726], [-1.5727, 2.8079, -0.1045], [-1.5236, 1.8157, 0.8983], [-1.8668, 0.4149, 0.5718], [-1.1306, 2.1911, 2.1932], [-0.7745, 3.5018, 2.4791], [-1.3196, 4.8927, -0.5688], [-1.8838, 2.5314, -1.1021], [-2.3403, 0.2556, -0.3958], [-2.3547, -0.1559, 1.3639], [-1.1327, 1.4609, 2.9868], [-0.4737, 3.8034, 3.4683], [6.5234, 5.6871, -4.7248], [5.7646, 4.6464, -5.4745], [6.1521, 3.6239, -5.9028], [3.9515, 5.1807, -5.7142], [3.1774, 4.0954, -4.6551], [3.5107, 2.7136, -4.5939], [2.8747, 1.9049, -3.7074], [1.8684, 2.4313, -2.8484], [1.4994, 3.8001, -2.9616], [2.1321, 4.6085, -3.8474], [1.2789, 1.6225, -1.8935], [0.7743, 0.9222, -1.0245], [7.5354, 5.3309, -4.5678], [6.0263, 5.9011, -3.7786], [6.5278, 6.6117, -5.3050], [4.2577, 2.3148, -5.2631], [3.1124, 0.8541, -3.6498], [0.7234, 4.1843, -2.3184], [1.8624, 5.6509, -3.9315], [-0.8935, -5.1533, -3.7625], [-0.6086, -3.7533, -2.5288], [-1.0312, -2.4704, -2.8405], [-0.8131, -1.4474, -1.9305], [-0.1816, -1.6821, -0.6956], [0.2212, -2.9867, -0.4111], [0.0184, -4.0133, -1.3207], [-1.5249, -2.2759, -3.7806], [-1.1413, -0.4538, -2.2002], [0.7019, -3.2273, 0.5241], [0.3384, -5.0172, -1.0854], [0.1299, -0.3796, 2.5418], [0.5162, -1.5324, 1.9000]], "mulliken_spin": [2.16, 0.00, 0.00, -0.01, 0.03, -0.03, -0.07, 0.00, 0.00, 0.00, 0.00, 0.02, 0.00, 0.00, 0.00, 0.00, 0.01, 0.00, 0.25, 0.19, 0.01, 0.04, 0.14, 0.03, 0.03, 0.10, 0.13, 0.00, 0.00, 0.00, -0.01, 0.00, 0.01, 0.00, 0.01, 0.06, -0.03, 0.09, -0.20, 0.03, -0.03, 0.00, 0.02, 0.00, 0.00, 0.02, -0.02], "e_lumo_ev": [-4.093, -7.178], "multiplicity": 4, "total_charge": 1, "gap_ev": [6.881, 3.885]}

=====

{"formula": "C9H14O", "method": "wB97M-V/def2-TZVPD", "symbols": ["C", "C", "C", "C", "C", "C", "C", "O", "H", "H", "H", "H", "H", "H", "H", "H", "C", "C", "H", "H", "H", "H", "H", "H"], "xyz": [[-1.4395, -2.0933, -1.4272], [-2.3837, -0.0506, -0.3564], [-1.3308, -0.9236, -0.5075], [-2.2630, 0.9874, 0.6968], [-0.1138, -0.6416, 0.0602], [-1.0669, 1.0941, 1.4250], [0.0037, 0.4241, 0.9650], [-0.8967, 2.1465, 2.2464], [-3.1412, -0.1109, -1.0564], [-3.0097, 1.7380, 0.8118], [-1.0563, -3.0454, -0.9624], [-0.8327, -1.8814, -2.3684], [0.6143, -1.4445, 0.0640], [1.0109, 0.6399, 1.5019], [0.0215, 2.2526, 2.4830], [-2.3486, -2.3316, -1.7562], [4.3736, -0.2175, -1.5937], [3.0666, -0.4402, -0.8520], [5.0939, 0.3700, -0.9609], [5.0494, -1.0235, -1.8317], [4.1725, 0.2094, -2.5748], [2.1513, 0.0914, -1.2517], [3.0185, -1.5504, -0.7214], [3.3535, 0.0823, 0.1902]], "lowdin_charge": [-0.05, 0.00, -0.32, 0.05, -0.07, -0.37, -0.04, 0.06, 0.08, 0.10, 0.10, 0.11, 0.11, 0.14, 0.09, 0.02, -0.21, -0.19, 0.07, 0.05, 0.06, 0.07, 0.07, 0.10], "e_lumo_ev": 0.803, "relative_energy_ev": 2.091, "smiles": "Cc1ccc(O)cc1.CC", "gap_ev": 9.282}

=====

{"formula": "C22H23IrN8S5Si", "method": "wB97M-V/def2-TZVPD", "symbols": ["Ir", "N", "C", "N", "C", "C", "S", "C", "C", "S", "C", "N", "N", "H", "H", "H", "H", "H", "H", "S", "C", "C", "C", "C", "N", "C", "C", "C", "S", "C", "N", "H", "H", "C", "Si", "C", "C", "C", "H", "H", "H", "H", "H", "H", "H", "H", "H", "H", "H", "S", "C", "N", "C", "C", "C", "N", "H", "H", "H", "H"], "xyz": [[-0.7579, -0.4145, -0.4143], [-1.6090, 2.8494, 0.5877], [-2.4503, 1.8977, 1.0312], [-2.3064, 0.6184, 0.8163], [-3.2909, -0.1313, 1.4401], [-4.1909, 0.5953, 2.1346], [-3.8205, 2.2772, 2.0276], [-3.2596, -1.5794, 1.2688], [-4.1218, -2.4915, 1.7684], [-3.6812, -4.0772, 1.2467], [-2.3333, -3.3902, 0.3745], [-2.2465, -2.0981, 0.4895], [-1.4693, -4.1670, -0.3128], [-0.8762, 2.5713, -0.0498], [-1.9280, 3.8009, 0.5453], [-5.0512, 0.2576, 2.6856], [-4.9819, -2.3328, 2.3957], [-1.6911, -5.1313, -0.4765], [-0.8102, -3.7207, -0.9292], [0.8007, -1.8061, -1.4836], [2.1974, -0.8272, -1.7498], [3.4015, -1.4791, -2.0495], [4.5622, -0.7724, -2.2793], [5.7789, -1.4691, -2.5693], [6.7486, -2.0366, -2.8102], [4.5312, 0.6410, -2.2288], [3.3472, 1.2909, -1.9558], [2.1601, 0.5843, -1.6997], [0.7233, 1.4762, -1.3830], [5.7271, 1.4037, -2.4311], [6.6860, 2.0197, -2.5748], [3.4229, -2.5602, -2.0921], [3.3253, 2.3712, -1.9222], [3.4140, 0.2146, 1.3733], [1.9938, -0.8909, 1.9399], [2.2707, -2.6950, 1.4865], [1.9277, -0.8049, 3.8278], [0.3225, -0.1945, 1.4147], [4.0635, 0.4626, 2.2149], [3.0410, 1.1521, 0.9558], [4.0342, -0.2659, 0.6127], [3.1218, -3.0957, 2.0422], [2.4724, -2.8375, 0.4252], [1.3916, -3.2935, 1.7394], [2.8884, -1.0917, 4.2623], [1.1622, -1.4734, 4.2286], [1.6974, 0.2098, 4.1606], [0.3454, 0.8856, 1.5931], [-0.4168, -0.6064, 2.1149], [-2.2654, -0.2056, -2.3056], [-2.9858, 1.3669, -2.0437], [-2.2577, 2.4425, -2.5369], [-2.7175, 3.7441, -2.3419], [-3.9162, 3.9196, -1.7281], [-4.6285, 2.7863, -1.2926], [-4.1206, 1.5204, -1.4509], [-1.3802, 2.2608, -2.9939], [-2.0870, 4.5411, -2.7042], [-4.3136, 4.9140, -1.5812], [-5.5935, 2.8644, -0.8135]], "mulliken_spin": [1.36, 0.01, 0.00, 0.08, 0.04, -0.01, 0.01, -0.03, 0.01, 0.01, 0.00, 0.11, 0.00, 0.00, -0.01, 0.00, 0.00, 0.00, -0.01, 0.47, 0.05, 0.02, 0.00, 0.00, -0.01, 0.03, -0.04, 0.04, 0.42, -0.01, 0.02, 0.00, -0.01, 0.00, 0.02, 0.01, 0.00, 0.07, 0.00, 0.00, 0.00, 0.00, -0.01, 0.00, 0.00, 0.00, 0.00, 0.01, 0.02, 0.34, 0.10, 0.21, 0.33, -0.13, 0.47, -0.03, -0.03, 0.03, -0.01, 0.02], "e_lumo_ev": [-0.181, -2.694], "relative_energy_ev": 0.000, "multiplicity": 5, "gap_ev": [5.709, 5.429]}

=====

{"formula": "C4H5NO", "method": "wB97M-V/def2-TZVPD", "symbols": ["O", "C", "C", "C", "C", "N", "H", "H", "H", "H", "H"], "xyz": [[-2.0068, 0.2170, 1.1056], [-1.7315, 0.1178, -0.0797], [-0.3756, -0.4495, -0.2928], [0.7982, 0.5302, -0.1470], [2.0162, -0.2128, 0.2107], [2.9720, -0.8043, 0.4825], [-2.4946, 0.3368, -0.8321], [-0.2535, -1.0710, -1.2093], [-0.5777, -0.7360, 0.8312], [0.5682, 1.2174, 0.6728], [1.0155, 1.1248, -1.0389]], "lowdin_charge": [0.02, -0.26, -0.16, -0.18, -0.23, 0.14, 0.13, 0.14, 0.16, 0.12, 0.12], "e_lumo_ev": 0.244, "relative_energy_ev": 2.043, "smiles": "N#CCCC=O", "gap_ev": 11.019}

=====

{"formula": "C5H9ClN4O2", "method": "wB97M-V/def2-TZVPD", "symbols": ["C", "C", "C", "C", "C", "N", "N", "N", "N", "O", "O", "Cl", "H", "H", "H", "H", "H", "H", "H", "H", "H"], "xyz": [[0.3513, -1.0534, 0.1924], [-1.9920, -0.6573, 0.4181], [-1.2091, 1.0983, -1.0390], [2.6720, -0.8857, -0.6632], [-0.8776, -2.1318, 2.0025], [1.4098, -0.6136, -0.0989], [-0.7539, -1.1875, 0.8303], [-0.2330, 1.5236, -0.4055], [0.2437, 2.8406, -0.7201], [-3.0173, -0.7668, 0.9790], [-1.8176, -0.0518, -0.8904], [-1.8775, 1.8331, -2.5627], [3.4603, -0.4521, 0.0620], [2.6168, -0.2457, -1.5004], [2.9742, -1.8760, -0.9574], [-1.6827, -1.7633, 2.7968], [-1.3731, -3.1671, 1.6308], [0.1556, -2.0903, 2.4326], [0.7398, 2.9460, -1.6958], [0.8140, 3.0879, 0.0899], [-0.6039, 3.6129, -0.9010]], "lowdin_charge": [0.01, -0.36, -0.71, 0.00, 0.06, 0.18, 0.02, 0.04, 0.15, 0.29, 0.06, 0.80, 0.16, 0.09, 0.12, 0.16, 0.17, 0.12, 0.22, 0.18, 0.25], "e_lumo_ev": -8.151, "relative_energy_ev": 1.199, "total_charge": 2, "smiles": "CN=C=[N+](C)C(=O)O/C(Cl)=N/[NH3+]", "gap_ev": 10.798}

=====

{"formula": "C30H32ClMnN3SSi2", "method": "wB97M-V/def2-TZVPD", "symbols": ["C", "C", "C", "H", "C", "C", "H", "H", "H", "H", "Mn", "Si", "C", "C", "H", "C", "H", "C", "H", "C", "H", "C", "H", "C", "C", "H", "C", "H", "C", "H", "C", "H", "C", "H", "H", "Si", "C", "C", "H", "C", "H", "C", "H", "C", "H", "C", "H", "C", "C", "H", "C", "H", "C", "H", "C", "H", "C", "H", "H", "Cl", "N", "N", "C", "N", "S", "H", "H", "H", "H", "H"], "xyz": [[-1.9080, -1.0355, 4.7243], [-0.9544, -1.4920, 3.7381], [-0.1168, -0.3830, 3.3865], [-0.7774, -2.5160, 3.3884], [-0.5905, 0.7714, 4.0903], [-1.6579, 0.3737, 4.9531], [-2.1297, 1.0096, 5.6965], [-2.5744, -1.6487, 5.3410], [0.8223, -0.4215, 2.8439], [-0.1459, 1.7658, 4.0408], [-2.2219, 0.0173, 2.8640], [2.2874, 0.5314, -0.5535], [2.2549, -0.5005, -2.1680], [1.8325, 0.0117, -3.4132], [1.4358, 1.0291, -3.4970], [1.9104, -0.7901, -4.5706], [1.5721, -0.3883, -5.5302], [2.4194, -2.0905, -4.5024], [2.4779, -2.7046, -5.3953], [2.8696, -2.5794, -3.2665], [3.2650, -3.6017, -3.1967], [2.7950, -1.7897, -2.1141], [3.1451, -2.1784, -1.1575], [2.9633, 2.0953, -1.3445], [4.2821, 1.9971, -1.8127], [4.8578, 1.0887, -1.6216], [4.8404, 3.0337, -2.5648], [5.8546, 2.9165, -2.9467], [4.1089, 4.1939, -2.8452], [4.5406, 4.9949, -3.4523], [2.8108, 4.3012, -2.3414], [2.2227, 5.1991, -2.5280], [2.2395, 3.2544, -1.6065], [1.2139, 3.3475, -1.2512], [3.3533, 0.0547, 0.3582], [-1.0422, -0.0303, -2.0173], [-0.3153, 1.0684, -0.6587], [0.6835, 0.6057, 0.3541], [0.6050, -0.4174, 0.7242], [1.1540, 1.5674, 1.3562], [1.8526, 1.2031, 2.1057], [0.5746, 2.8114, 1.4229], [0.9207, 3.5233, 2.1896], [-0.4520, 3.1671, 0.5482], [-0.9245, 4.1363, 0.6197], [-0.9130, 2.3044, -0.4535], [-1.7992, 2.5774, -1.0628], [-0.6230, -1.8353, -1.7305], [-0.3357, -2.3417, -0.4520], [-0.5066, -1.7299, 0.4357], [0.1011, -3.6455, -0.2611], [0.3399, -3.9805, 0.7498], [0.1932, -4.4920, -1.3730], [0.5403, -5.5217, -1.2393], [-0.1654, -4.0304, -2.6536], [-0.1234, -4.6974, -3.5172], [-0.5778, -2.7099, -2.8324], [-0.8559, -2.3493, -3.8307], [-2.3096, 0.2877, -2.5289], [-2.6187, -0.2665, 0.5812], [-3.9110, -1.4785, 2.8728], [-5.1804, -0.8804, 3.0992], [-5.3014, 0.4336, 3.2958], [-6.5819, 0.8947, 3.4306], [-3.9428, 1.4772, 3.3653], [-3.9051, -1.9117, 1.9367], [-3.7494, -2.2233, 3.5545], [-6.0159, -1.4950, 3.1267], [-6.7616, 1.8654, 3.6545], [-7.3512, 0.2464, 3.4423]], "mulliken_spin": [-0.06, -0.10, 0.02, 0.00, -0.01, -0.07, 0.00, 0.00, -0.01, 0.00, 2.25, 0.00, -0.02, 0.06, -0.01, 0.02, 0.00, 0.00, 0.00, 0.02, 0.00, 0.00, 0.00, 0.01, 0.00, 0.00, 0.00, 0.00, 0.00, 0.00, 0.00, 0.00, 0.01, -0.01, 0.01, 0.23, 0.19, 0.01, 0.01, 0.22, 0.00, -0.01, 0.01, 0.18, 0.00, -0.01, -0.01, 0.02, 0.04, -0.01, 0.00, 0.00, 0.01, 0.00, -0.01, 0.00, 0.02, 0.00, 0.02, 0.05, -0.02, 0.01, 0.00, 0.00, -0.04, 0.00, 0.00, 0.00, 0.00, 0.00], "e_lumo_ev": [-7.131, -6.758], "relative_energy_ev": 0.000, "multiplicity": 4, "total_charge": 2, "gap_ev": [4.830, 6.181]}